ORCA calculation (ωB97M-V/def2-TZVPD) on a molecular structure, C18H29AsN2OS2Y in a non-equilibrium geometry.

Output
E_HOMO	-0.636	Ha
energy above the lowest of the compared OMol25 structures with the same formula, charge and spin	30.2	kJ/mol
frontier orbital gap	7.86	eV
total charge	+3

Structure (XYZ):
```
54
C18H29AsN2OS2Y, DFT ωB97M-V/def2-TZVPD
Y 1.02600 -1.24533 0.31625
N 3.31833 -2.05375 0.01053
C 4.20551 -1.09781 0.76413
C 4.16370 -1.33048 2.26930
C 2.83856 -1.03061 2.96110
N 1.75952 -2.00007 2.56221
H 3.58627 -2.99272 0.30163
H 3.60225 -2.01578 -0.96747
H 3.89787 -0.07610 0.52322
H 5.23383 -1.21810 0.42473
H 4.91812 -0.68021 2.71385
H 4.47375 -2.35609 2.49685
H 2.50060 -0.01409 2.72218
H 2.99956 -1.08239 4.03750
H 1.04754 -1.98975 3.29039
H 2.15747 -2.93454 2.64455
O -1.00422 -1.42551 -0.19684
S -1.95193 -0.20985 -0.47798
C -3.56943 -0.62773 0.10208
C -3.86916 -0.85918 1.44149
C -5.18075 -1.12802 1.78381
C -6.17072 -1.15713 0.80451
C -5.85747 -0.92019 -0.52708
C -4.54765 -0.65119 -0.88992
C -1.37697 0.96060 0.76639
C -0.69840 0.52988 1.91129
C -0.23761 1.48634 2.81409
C -0.45179 2.83631 2.57073
C -1.14491 3.24350 1.43826
C -1.59776 2.30329 0.52127
H -3.10176 -0.82312 2.20297
H -5.43669 -1.30097 2.82028
H -7.19564 -1.36413 1.08201
H -6.62868 -0.94191 -1.28462
H -4.29548 -0.46235 -1.92641
H -0.71293 -0.52473 2.19299
H 0.24010 1.18010 3.73651
H -0.10106 3.57174 3.28235
H -1.33732 4.29495 1.27086
H -2.13244 2.61284 -0.36956
C -0.28695 -0.12916 -3.82980
As 1.23042 0.88930 -3.18681
C 2.77828 0.26348 -4.15444
C 0.98406 2.73596 -3.66382
S 1.59714 0.92325 -1.03167
H -0.15675 -0.20670 -4.91038
H -1.20904 0.40672 -3.62410
H -0.31830 -1.12852 -3.40142
H 2.62817 0.55636 -5.19469
H 2.87889 -0.81813 -4.09829
H 3.67305 0.75117 -3.77344
H 0.83956 2.80836 -4.74194
H 1.87450 3.29500 -3.38110
H 0.11875 3.14717 -3.14854
```


ORCA calculation (ωB97M-V/def2-TZVPD) on a gas-phase ion, C18H29B2ClF5N3O10P3 (charge +1) in a non-equilibrium geometry.

Output
E_HOMO	-0.436	Ha
frontier orbital gap	8.01	eV
total charge	+1
structure (SMILES)	CCB(O)[C@@]1(N)O[C@](c2ccccn2)(P(=O)(O)O)[C@@](CC(=O)Cl)(P(C)O)[N@@+](F)(CB(O)O)[C@]1(P(C)O)C(F)(F)C(F)F

Structure (XYZ):
```
71
C18H29B2ClF5N3O10P3, DFT ωB97M-V/def2-TZVPD
C 1.75522 2.73701 2.24315
C 2.40580 3.04505 0.85283
B 2.21674 2.15601 -0.46641
O 2.96935 2.82303 -1.54539
C 1.41765 0.72634 -0.71425
N 2.58660 -0.14055 -1.17514
O 1.15991 0.22117 0.58633
C 0.46572 -1.02534 0.76233
C 0.51097 -1.20581 2.39538
C 1.70732 -0.55200 3.07646
C 1.95117 -0.65468 4.62330
C 0.81780 -1.49323 5.20917
C -0.26584 -2.10603 4.37343
N -0.46818 -2.00202 3.00176
P 1.35868 -2.61410 0.36551
O 2.84292 -2.38842 0.80608
O 1.47519 -3.23251 -1.17627
O 0.94922 -3.97925 1.33985
C -1.01696 -0.66740 0.17678
C -2.17414 -1.69784 0.53183
C -1.92353 -3.25550 0.47788
O -1.43464 -3.94443 -0.42433
Cl -2.49458 -4.27164 1.92577
P -1.54543 0.88532 1.22750
C -3.35199 1.39276 0.80771
O -1.78858 0.61025 2.87888
N -0.94602 -0.27787 -1.31339
F -0.63830 -1.57824 -1.78221
C -2.24904 -0.12455 -2.02533
B -2.75605 -1.44700 -2.91312
O -2.76922 -1.43456 -4.36569
O -3.33700 -2.60475 -2.32414
C 0.15212 0.72596 -1.69695
P -0.67196 2.50705 -1.96544
C -0.84647 3.59253 -0.45466
O 0.39441 3.53645 -2.88224
C 0.62934 0.50167 -3.24216
F -0.33754 1.00656 -4.19705
F 1.78827 1.28159 -3.59311
C 1.12091 -0.89163 -3.78386
F 0.13875 -1.66004 -4.50238
F 2.21986 -0.83289 -4.71493
H 1.52541 3.73083 2.78699
H 0.80897 2.11777 2.29667
H 2.53204 2.22575 2.92722
H 2.09413 4.12312 0.56260
H 3.54955 3.14051 1.01504
H 3.90017 2.52172 -1.45530
H 3.18381 0.33743 -1.85809
H 3.18293 -0.15494 -0.31736
H 2.54697 0.03574 2.56152
H 2.82249 -0.17713 5.16230
H 0.83390 -1.68580 6.33164
H -1.04081 -2.75174 4.92658
H 1.84595 -4.14078 -1.12638
H 1.77254 -4.41867 1.64120
H -3.18202 -1.55597 0.00791
H -2.49717 -1.49273 1.62672
H -4.08072 0.52558 0.93800
H -3.66108 2.24826 1.51605
H -3.43696 1.82813 -0.25034
H -1.18249 1.23800 3.34670
H -2.34963 0.65410 -2.84162
H -3.18114 0.03737 -1.39342
H -2.86919 -0.50264 -4.67964
H -3.80884 -3.13386 -3.00380
H -0.58787 4.70297 -0.65205
H -0.28910 3.31948 0.48916
H -1.97192 3.63295 -0.19779
H 0.02730 3.50666 -3.80009
H 1.49438 -1.57859 -2.96393
```


ORCA calculation (ωB97M-V/def2-TZVPD) on 2 unconnected molecules or ions with the total composition C18H29BrN4O4 in a non-equilibrium geometry.

Output
E_HOMO	-0.323	Ha
energy above the lowest of the compared OMol25 structures with the same formula, charge and spin	26.7	kJ/mol
frontier orbital gap	8.65	eV
structure (SMILES)	CNC(=O)[C@H](CC(C)C)NC(C)=O.COCCNC(=O)c1cncc(Br)c1

Structure (XYZ):
```
56
C18H29BrN4O4, DFT ωB97M-V/def2-TZVPD
C 3.55452 0.44920 -0.65136
N 3.64930 1.31871 -1.82436
C 2.71824 1.56817 -2.75249
O 3.02368 2.30502 -3.67831
C 1.33553 0.87196 -2.66800
C 1.05323 -0.09978 -3.83417
C 1.77708 -1.45564 -3.73081
C 1.01134 -2.49777 -4.54719
C 3.21736 -1.42702 -4.24606
N 0.20573 1.80050 -2.49896
C -0.24408 2.69591 -3.38246
C -1.30974 3.63659 -2.87102
O 0.11196 2.76678 -4.54900
H 3.31130 -0.57025 -0.95699
H 2.78737 0.82180 0.03028
H 4.51151 0.43526 -0.12716
H 4.52291 1.79661 -1.98750
H 1.32608 0.26338 -1.76739
H -0.02009 -0.29609 -3.83784
H 1.29783 0.37823 -4.78436
H 1.78246 -1.78233 -2.69074
H 1.50696 -3.46531 -4.47101
H -0.00390 -2.59580 -4.16256
H 0.97164 -2.19239 -5.59370
H 3.65714 -2.42143 -4.17264
H 3.23167 -1.10242 -5.28755
H 3.81968 -0.73967 -3.65731
H -0.20945 1.84303 -1.58294
H -2.15866 3.05951 -2.50953
H -1.62779 4.28214 -3.68857
H -0.89450 4.24138 -2.06746
C -5.37368 0.69750 4.52415
O -4.05446 0.13828 4.58247
C -3.31512 0.55583 5.73902
C -1.81417 0.31865 5.53918
N -1.37296 0.94647 4.29207
C -0.89173 0.39439 3.12428
O -0.57733 1.26085 2.32317
C -0.63176 -1.01261 2.79478
C -1.35271 -2.06268 3.36953
N -1.10533 -3.35519 3.09847
C -0.17292 -3.65392 2.17989
C 0.54712 -2.66952 1.49859
Br 1.79953 -3.14328 0.13407
C 0.32596 -1.33497 1.82119
H -5.93441 0.46754 5.43599
H -5.91528 0.27790 3.67090
H -5.32642 1.78435 4.40190
H -3.65821 0.00266 6.61943
H -3.48106 1.62230 5.92711
H -1.27273 0.77724 6.37305
H -1.58564 -0.74562 5.58751
H -1.47076 1.95580 4.22122
H -2.17743 -1.85704 4.04126
H 0.00740 -4.69723 1.93966
H 0.88778 -0.55599 1.31027
```